[1]
Here is C31H53IrNO2Si2 as an isolated structure from OMol25. Energies are from ωB97M-V/def2-TZVPD.

Results
E_tot, eV: -57175.7806
HOMO level (spin up / spin down), eV: -10.363 / -11.264
Gap between HOMO and LUMO (spin up / spin down), eV: 6.67 / 6.15
Net charge: +1
Spin multiplicity: 5
⟨S²⟩: 6.01

Geometry (Å):
O (-1.393, -2.552, -3.331)
O (-2.509, -0.535, -4.746)
C (-0.242, -3.404, -3.332)
C (0.728, -3.173, -2.188)
H (0.233, -3.227, -4.307)
H (-0.603, -4.447, -3.304)
H (0.792, -2.120, -1.890)
H (1.723, -3.506, -2.499)
H (0.428, -3.767, -1.317)
C (-2.189, -2.666, -2.132)
C (-3.645, -2.741, -2.497)
H (-1.974, -1.788, -1.498)
H (-1.896, -3.573, -1.578)
H (-3.946, -1.910, -3.148)
H (-4.251, -2.712, -1.586)
H (-3.862, -3.691, -3.004)
C (-3.503, 0.482, -4.928)
C (-2.281, -1.315, -5.932)
C (-4.370, 0.597, -3.696)
H (-4.129, 0.252, -5.808)
H (-2.989, 1.438, -5.118)
H (-5.168, -0.153, -3.724)
H (-4.844, 1.584, -3.680)
H (-3.786, 0.477, -2.774)
C (-3.311, -2.405, -6.080)
H (-1.268, -1.732, -5.828)
H (-2.291, -0.652, -6.816)
H (-3.299, -3.053, -5.195)
H (-3.073, -3.001, -6.965)
H (-4.314, -1.977, -6.212)
H (-1.019, -0.884, -3.450)
Ir (0.802, 0.701, -0.173)
C (-0.485, 0.099, -3.065)
Si (0.435, 1.044, -4.442)
H (-1.302, 0.711, -2.667)
H (0.156, -0.171, -2.206)
C (1.493, -0.242, -5.317)
C (1.500, 2.446, -3.744)
C (-0.646, 1.975, -5.678)
C (2.359, 0.236, -1.217)
Si (3.010, 1.656, -0.120)
H (2.354, 0.372, -2.310)
H (2.827, -0.732, -0.968)
C (3.707, 3.014, -1.223)
C (4.453, 0.932, 0.867)
C (1.857, 2.507, 1.125)
H (-0.018, 2.693, -6.231)
H (-1.421, 2.553, -5.153)
H (-1.131, 1.318, -6.415)
H (2.108, -0.805, -4.598)
H (2.167, 0.265, -6.029)
H (0.877, -0.960, -5.879)
H (1.846, 2.256, -2.724)
H (0.935, 3.389, -3.721)
H (2.392, 2.608, -4.369)
H (5.108, 0.356, 0.197)
H (4.115, 0.268, 1.673)
H (5.045, 1.743, 1.312)
H (2.276, 2.335, 2.122)
H (0.773, 2.228, 1.194)
H (1.863, 3.569, 0.855)
H (4.459, 3.571, -0.642)
H (2.943, 3.728, -1.560)
H (4.207, 2.588, -2.104)
C (-2.801, 2.923, -1.199)
C (-3.740, 2.257, -0.400)
C (-3.338, 1.236, 0.453)
C (-1.975, 0.873, 0.529)
C (-1.060, 1.521, -0.305)
C (-1.443, 2.576, -1.138)
C (-1.426, -0.098, 1.441)
C (-2.131, -0.726, 2.488)
C (-1.451, -1.447, 3.435)
C (-0.058, -1.641, 3.319)
C (0.736, -2.210, 4.345)
C (2.110, -2.335, 4.202)
C (2.732, -1.975, 2.994)
C (1.960, -1.488, 1.941)
C (0.602, -1.188, 2.129)
N (-0.103, -0.344, 1.274)
H (-3.125, 3.724, -1.869)
H (-4.794, 2.545, -0.437)
H (-4.057, 0.695, 1.072)
H (-0.680, 3.088, -1.722)
H (-3.201, -0.564, 2.542)
H (-1.963, -1.865, 4.297)
H (0.230, -2.520, 5.261)
H (2.715, -2.722, 5.023)
H (3.810, -2.081, 2.874)
H (2.402, -1.297, 0.959)


[2]
Here is a 10-piece molecular cluster, C31H53N3O17S2 overall from OMol25. Energies are from ωB97M-V/def2-TZVPD.

Results
E_tot, eV: -93946.9421
HOMO level, eV: -8.828
Gap between HOMO and LUMO, eV: 8.81
Spin multiplicity: 1

Geometry (Å):
C (-5.283, 5.838, -1.054)
C (-6.080, 6.780, -0.192)
O (-5.281, 7.970, -0.137)
C (-4.130, 7.798, -0.773)
O (-3.192, 8.543, -0.813)
O (-4.149, 6.661, -1.432)
H (-5.833, 5.660, -1.978)
H (-4.932, 5.018, -0.427)
H (-6.206, 6.223, 0.736)
H (-7.013, 7.066, -0.679)
C (-1.799, 6.502, 6.173)
C (-0.537, 5.877, 5.501)
O (0.015, 5.204, 6.628)
C (-1.012, 4.772, 7.242)
O (-0.954, 3.911, 8.117)
O (-2.133, 5.472, 7.003)
H (-2.586, 6.715, 5.449)
H (-1.579, 7.401, 6.748)
H (0.221, 6.620, 5.251)
H (-0.683, 5.155, 4.697)
C (1.965, 6.218, -4.097)
C (2.777, 6.584, -2.886)
O (3.310, 7.819, -3.319)
C (2.494, 8.379, -4.251)
O (2.595, 9.492, -4.704)
O (1.655, 7.533, -4.645)
H (1.078, 5.643, -3.830)
H (2.452, 5.715, -4.931)
H (3.670, 5.964, -2.962)
H (2.239, 6.633, -1.939)
C (-2.999, -7.123, -2.988)
C (-4.000, -8.116, -3.184)
O (-3.630, -8.706, -4.392)
C (-2.783, -7.936, -5.078)
O (-2.453, -8.158, -6.243)
O (-2.324, -6.936, -4.247)
H (-2.189, -7.279, -2.276)
H (-3.472, -6.198, -2.659)
H (-4.959, -7.620, -3.032)
H (-3.834, -8.895, -2.441)
C (7.166, -3.691, -1.714)
C (7.635, -3.234, -3.111)
O (8.902, -2.831, -2.726)
C (9.216, -2.963, -1.425)
O (10.181, -2.561, -0.832)
O (8.316, -3.658, -0.841)
H (6.886, -4.740, -1.806)
H (6.356, -3.209, -1.166)
H (7.038, -2.431, -3.543)
H (7.615, -4.109, -3.760)
C (-1.080, -0.813, -1.376)
C (-0.836, -1.435, -0.027)
C (-0.173, -0.441, 0.954)
C (1.198, -0.133, 0.458)
N (2.276, 0.174, 0.103)
H (-0.781, 0.218, -1.567)
H (-2.097, -0.878, -1.764)
H (-0.530, -1.282, -2.191)
H (-0.132, -2.263, -0.107)
H (-1.814, -1.820, 0.264)
H (-0.103, -1.078, 1.837)
H (-0.804, 0.432, 1.119)
C (-10.062, -7.127, -6.103)
C (-9.317, -7.177, -7.402)
C (-8.404, -5.925, -7.739)
C (-8.073, -5.085, -6.531)
N (-7.862, -4.377, -5.666)
H (-9.555, -6.619, -5.282)
H (-10.028, -8.138, -5.697)
H (-10.998, -6.570, -6.076)
H (-10.024, -7.138, -8.231)
H (-8.659, -8.044, -7.474)
H (-8.816, -5.168, -8.406)
H (-7.477, -6.186, -8.248)
C (10.225, 3.218, 1.819)
C (11.711, 3.630, 1.603)
C (12.073, 3.733, 0.052)
C (11.356, 4.954, -0.432)
N (10.759, 5.885, -0.760)
H (9.975, 3.285, 2.878)
H (9.895, 2.236, 1.480)
H (9.726, 4.059, 1.337)
H (12.379, 2.893, 2.050)
H (11.975, 4.578, 2.072)
H (11.828, 2.794, -0.444)
H (13.121, 3.880, -0.209)
C (4.785, -6.589, 6.510)
S (4.723, -5.549, 5.003)
O (3.290, -5.039, 4.937)
C (5.872, -4.154, 5.388)
H (4.810, -5.988, 7.420)
H (5.607, -7.293, 6.383)
H (3.900, -7.226, 6.512)
H (6.024, -3.395, 4.621)
H (6.790, -4.493, 5.868)
H (5.338, -3.695, 6.221)
C (-8.752, 1.023, 4.227)
S (-7.165, 0.513, 4.932)
O (-6.294, 1.620, 4.339)
C (-7.542, 0.888, 6.729)
H (-9.451, 1.118, 5.057)
H (-9.146, 0.350, 3.466)
H (-8.772, 1.975, 3.696)
H (-7.536, 1.967, 6.890)
H (-6.700, 0.551, 7.334)
H (-8.411, 0.371, 7.135)


[3]
Here is a 6-piece molecular cluster, C31H53N4O16 overall from OMol25. Energies are from ωB97M-V/def2-TZVPD.

Results
E_tot, eV: -71721.3639
HOMO level, eV: -12.199
Gap between HOMO and LUMO, eV: 9.49
Net charge: +1
Spin multiplicity: 1

Geometry (Å):
C (-2.593, 2.073, 0.542)
C (-2.457, 1.527, -0.898)
C (-3.125, 0.153, -1.129)
O (-2.125, -0.885, -1.134)
C (-1.893, -1.334, 0.197)
C (-0.563, -2.062, 0.331)
N (-0.518, -2.635, 1.710)
C (-0.266, -1.510, 2.474)
N (-0.476, -1.459, 3.759)
C (-1.026, -2.551, 4.569)
C (-1.941, -2.006, 5.675)
N (0.288, -0.479, 1.741)
C (0.681, -1.164, 0.484)
C (0.962, -0.352, -0.762)
C (1.960, -1.039, -1.667)
N (2.091, -2.288, -1.865)
H (-1.650, 2.517, 0.853)
H (-3.314, 2.883, 0.598)
H (-2.928, 1.328, 1.260)
H (-2.913, 2.241, -1.575)
H (-1.409, 1.449, -1.162)
H (-3.594, 0.148, -2.108)
H (-3.910, -0.041, -0.400)
H (-1.945, -0.468, 0.844)
H (-2.705, -2.015, 0.483)
H (-0.530, -2.752, -0.510)
H (-1.431, -3.052, 1.895)
H (-0.233, -0.606, 4.241)
H (-1.608, -3.224, 3.957)
H (-0.199, -3.113, 4.990)
H (-1.422, -1.974, 6.624)
H (-2.339, -1.035, 5.405)
H (-2.780, -2.683, 5.779)
H (-0.300, 0.338, 1.644)
H (1.488, -1.833, 0.766)
H (0.048, -0.106, -1.294)
H (1.395, 0.599, -0.455)
H (2.617, -0.388, -2.234)
H (1.414, -2.804, -1.300)
C (1.955, 3.274, -5.208)
C (1.876, 3.452, -3.702)
C (1.580, 2.203, -2.909)
O (0.953, 2.728, -1.724)
C (0.339, 3.891, -2.095)
O (-0.463, 4.488, -1.456)
O (0.749, 4.268, -3.322)
H (1.579, 2.299, -5.521)
H (1.372, 4.038, -5.716)
H (2.985, 3.347, -5.549)
H (2.775, 3.947, -3.329)
H (2.474, 1.641, -2.660)
H (0.864, 1.546, -3.410)
C (-0.146, -6.172, -3.240)
C (-0.104, -6.029, -1.733)
C (-0.337, -7.295, -0.945)
O (-0.871, -6.785, 0.297)
C (-1.491, -5.627, 0.015)
O (-2.208, -5.035, 0.767)
O (-1.198, -5.209, -1.230)
H (-0.547, -7.141, -3.541)
H (-0.769, -5.398, -3.687)
H (0.862, -6.095, -3.655)
H (0.826, -5.543, -1.423)
H (0.569, -7.868, -0.768)
H (-1.092, -7.937, -1.400)
C (-2.441, 9.283, -0.698)
C (-2.878, 8.041, 0.058)
C (-3.087, 6.804, -0.781)
O (-4.049, 6.072, -0.006)
C (-4.776, 6.981, 0.699)
O (-5.770, 6.724, 1.295)
O (-4.201, 8.202, 0.629)
H (-2.544, 9.156, -1.776)
H (-3.036, 10.144, -0.401)
H (-1.394, 9.504, -0.497)
H (-2.195, 7.840, 0.885)
H (-2.179, 6.224, -0.930)
H (-3.536, 7.029, -1.751)
C (5.341, -6.137, -0.456)
C (5.182, -6.562, -1.906)
C (5.703, -5.586, -2.934)
O (4.890, -5.892, -4.077)
C (3.714, -6.368, -3.620)
O (2.742, -6.533, -4.286)
O (3.787, -6.630, -2.291)
H (5.624, -5.087, -0.372)
H (4.413, -6.283, 0.093)
H (6.120, -6.721, 0.031)
H (5.606, -7.556, -2.060)
H (6.756, -5.720, -3.167)
H (5.521, -4.547, -2.654)
C (-1.276, 3.452, 3.641)
C (0.226, 3.504, 3.868)
C (0.682, 3.341, 5.300)
O (1.933, 4.036, 5.300)
C (1.860, 5.000, 4.343)
O (2.640, 5.878, 4.203)
O (0.759, 4.806, 3.566)
H (-1.832, 3.508, 4.579)
H (-1.607, 4.268, 3.007)
H (-1.553, 2.515, 3.159)
H (0.735, 2.791, 3.213)
H (0.824, 2.304, 5.599)
H (0.013, 3.834, 6.009)


[4]
Here is a 5-piece molecular cluster, C31H54F4NO13P overall from OMol25. Energies are from ωB97M-V/def2-TZVPD.

Results
E_tot, eV: -81283.2528
HOMO level, eV: -6.109
Gap between HOMO and LUMO, eV: 6.58
Spin multiplicity: 1

Geometry (Å):
C (2.493, -1.467, 1.901)
N (3.253, -0.575, 1.007)
C (2.759, -0.603, -0.378)
P (2.657, 1.105, -1.244)
C (4.434, 1.516, -0.845)
C (5.460, 0.574, -1.546)
C (6.692, 0.348, -0.679)
O (6.415, -0.278, 0.564)
C (1.191, 1.523, -0.146)
C (-0.137, 1.634, -0.943)
C (-1.142, 0.526, -0.616)
C (-1.513, 0.455, 0.870)
C (-2.440, 0.865, -1.448)
C (-3.528, 1.605, -0.669)
C (-4.580, 2.227, -1.592)
C (-5.682, 2.804, -0.976)
C (-5.878, 4.281, -0.848)
C (-6.751, 1.913, -0.354)
C (2.492, 2.711, -2.276)
C (2.502, 4.039, -1.469)
C (1.105, 4.683, -1.278)
C (3.417, 5.091, -2.166)
H (3.166, -1.742, 2.720)
H (2.128, -2.354, 1.390)
H (1.641, -0.941, 2.353)
H (3.138, 0.357, 1.394)
H (1.763, -1.072, -0.414)
H (3.408, -1.294, -0.935)
H (2.443, 0.373, -2.467)
H (4.707, 2.523, -1.160)
H (4.650, 1.490, 0.224)
H (5.820, 1.121, -2.423)
H (5.007, -0.341, -1.924)
H (7.106, 1.343, -0.467)
H (7.468, -0.171, -1.252)
H (6.801, 0.283, 1.249)
H (1.019, 0.736, 0.583)
H (1.368, 2.416, 0.456)
H (-0.633, 2.583, -0.735)
H (0.023, 1.619, -2.023)
H (-0.826, -0.459, -0.969)
H (-2.362, -0.208, 1.017)
H (-0.687, -0.035, 1.401)
H (-1.649, 1.428, 1.338)
H (-2.852, -0.038, -1.904)
H (-2.157, 1.524, -2.275)
H (-4.067, 0.887, -0.040)
H (-3.136, 2.434, -0.090)
H (-4.446, 2.211, -2.674)
H (-6.881, 4.616, -1.147)
H (-5.792, 4.524, 0.217)
H (-5.110, 4.853, -1.367)
H (-7.621, 2.503, -0.063)
H (-6.387, 1.467, 0.582)
H (-7.041, 1.139, -1.053)
H (3.378, 2.731, -2.919)
H (1.635, 2.723, -2.957)
H (2.989, 3.827, -0.511)
H (1.154, 5.761, -1.423)
H (0.802, 4.543, -0.237)
H (0.387, 4.217, -1.944)
H (4.126, 4.636, -2.860)
H (3.991, 5.682, -1.449)
H (2.807, 5.778, -2.754)
C (-3.348, -1.490, -6.343)
C (-2.367, -1.528, -5.198)
O (-2.376, -0.188, -4.743)
C (-3.609, 0.320, -5.032)
O (-4.052, 1.315, -4.566)
O (-4.261, -0.474, -5.920)
F (-1.118, -1.846, -5.616)
H (-2.872, -1.187, -7.277)
H (-3.860, -2.436, -6.496)
H (-2.652, -2.191, -4.379)
C (2.279, -5.268, 2.645)
C (1.969, -6.715, 2.931)
O (0.555, -6.715, 3.008)
C (0.117, -5.699, 2.202)
O (-0.999, -5.579, 1.827)
O (1.134, -4.858, 1.887)
F (2.474, -7.111, 4.126)
H (2.346, -4.673, 3.557)
H (3.194, -5.137, 2.072)
H (2.291, -7.411, 2.155)
C (-0.773, -9.263, 4.925)
C (-2.024, -9.775, 5.593)
O (-2.313, -10.944, 4.847)
C (-1.122, -11.419, 4.378)
O (-0.956, -12.508, 3.943)
O (-0.151, -10.476, 4.488)
F (-3.054, -8.904, 5.468)
H (-0.994, -8.636, 4.060)
H (-0.125, -8.714, 5.604)
H (-1.902, -10.036, 6.646)
C (-0.821, 7.039, 2.331)
C (0.226, 6.006, 2.666)
O (-0.427, 4.793, 2.340)
C (-1.319, 5.078, 1.348)
O (-1.841, 4.268, 0.660)
O (-1.518, 6.416, 1.249)
F (0.529, 6.006, 3.987)
H (-1.509, 7.206, 3.161)
H (-0.396, 7.992, 2.025)
H (1.147, 6.090, 2.085)